# C19H36NO2P3Pt

A molecular structure, C19H36NO2P3Pt at a distorted geometry (wB97M-V/def2-TZVPD, OMol25).

CARTESIAN COORDINATES (ANGSTROEM)
P -1.033 -3.330 1.204
C -1.569 -3.715 2.878
H -2.457 -4.401 2.809
H -1.863 -2.779 3.406
H -0.757 -4.227 3.463
C -2.443 -2.815 0.209
H -2.136 -2.649 -0.851
H -2.880 -1.888 0.633
H -3.194 -3.643 0.246
C -0.220 -4.669 0.313
H -0.925 -5.515 0.200
H 0.673 -5.021 0.862
H 0.084 -4.324 -0.696
P 4.106 0.637 -0.099
C 4.060 0.612 1.740
H 4.923 1.110 2.243
H 3.992 -0.442 2.105
H 3.113 1.104 2.114
C 5.510 -0.369 -0.906
H 5.366 -0.289 -2.020
H 5.371 -1.449 -0.639
H 6.559 -0.104 -0.689
C 4.407 2.388 -0.785
H 5.350 2.926 -0.479
H 3.517 3.040 -0.497
H 4.381 2.283 -1.916
P -2.222 2.947 0.375
C -2.883 3.799 1.840
H -3.924 4.157 1.653
H -2.258 4.678 2.124
H -2.916 3.112 2.702
C -2.094 3.965 -1.113
H -3.048 4.498 -1.304
H -1.860 3.334 -1.994
H -1.297 4.713 -1.002
C -3.284 1.539 -0.054
H -4.343 1.871 -0.042
H -3.155 0.720 0.679
H -3.035 1.177 -1.072
Pt 1.091 -0.175 -2.844
C 0.124 -1.948 1.250
O 0.810 -0.935 1.180
C -0.541 2.285 0.702
O 0.465 1.624 0.812
C -0.003 0.802 -4.253
C -0.799 0.629 -2.996
C -0.826 -0.737 -2.382
C -0.135 -1.806 -3.122
C 0.637 -1.526 -4.322
C 0.674 -0.248 -4.860
H 0.059 1.843 -4.707
H -1.347 1.441 -2.506
H -1.363 -0.916 -1.412
H -0.171 -2.836 -2.727
H 1.211 -2.346 -4.809
H 1.293 -0.070 -5.801
C -0.927 0.414 4.624
C -1.535 0.143 3.340
N -2.028 -0.074 2.309
H -0.348 1.348 4.581
H -0.252 -0.407 4.906
H -1.704 0.516 5.397

Atomic forces in eV per Å
0.0 0.7 -0.4
0.0 -0.5 0.6
0.7 0.6 0.0
0.1 -0.6 -0.5
-0.7 0.5 -0.6
-0.6 -0.1 -0.2
-0.2 -0.3 0.9
0.2 -0.6 -0.2
0.4 0.6 -0.1
0.7 -0.1 0.0
0.2 0.4 0.2
-0.4 0.1 -0.2
-0.2 -0.2 0.6
3.5 1.7 -0.1
-1.2 -0.5 0.6
-0.3 -0.2 -0.8
0.3 0.7 -0.4
1.0 -0.3 -0.6
-1.5 -1.1 -0.5
0.1 0.0 1.1
0.2 0.9 -0.2
-0.6 0.5 0.4
-1.7 0.1 -0.5
-0.7 -1.0 0.0
1.2 -0.8 -0.3
0.2 0.1 1.3
0.0 -1.1 -0.3
0.3 0.5 0.3
0.7 -0.3 -0.2
-0.4 -0.6 -0.3
0.0 0.1 -0.4
0.4 0.3 -0.2
0.4 -0.4 0.3
-0.2 0.3 0.6
-0.2 -0.1 0.0
-0.5 -0.1 0.0
0.5 -0.1 -0.1
-0.1 0.6 -0.4
-0.1 0.3 0.6
8.1 2.1 6.0
2.1 2.6 0.2
-2.4 -4.1 -0.1
1.6 -0.3 0.9
-3.0 1.9 -0.9
-2.8 3.2 -0.2
-1.1 -1.8 -0.4
-2.3 0.5 -0.8
-1.7 -0.6 0.4
-0.8 -3.0 -1.2
0.8 0.1 -5.1
0.0 -1.4 0.8
0.6 -0.3 -0.4
0.6 0.2 -1.3
0.3 0.7 -0.2
-0.5 0.6 0.5
-1.0 -0.2 1.4
0.2 0.2 0.6
-0.8 -0.3 -1.4
0.9 0.1 1.5
-0.2 -0.3 0.0
-0.2 0.2 -0.1
0.2 -0.1 -0.3

⟨S²⟩ = 6.01
net charge = +4
spin multiplicity = 5
highest occupied orbital energy (alpha / beta) = -0.676 / -0.728 Eh
relative energy (zero: lowest compared OMol25 entry of this formula, charge and spin) = 77.2 kcal per mole
Kohn-Sham gap (alpha / beta) = 6.55 / 5.97 eV

***

# C19H37FN7O2

3 unconnected molecules or ions with the total composition C19H37FN7O2 at a distorted geometry (wB97M-V/def2-TZVPD, OMol25).

CARTESIAN COORDINATES (ANGSTROEM)
C 2.653 -4.701 -1.101
C 1.697 -4.441 0.060
F 1.301 -5.688 0.492
C 0.408 -3.753 -0.419
N 0.258 -2.335 0.098
C -0.444 -1.597 -0.796
N 0.080 -0.456 -1.365
C 1.002 -0.719 -2.502
C 2.450 -0.931 -2.049
C 3.311 -1.279 -3.256
N 4.705 -1.120 -3.029
O 2.847 -1.681 -4.250
N -1.633 -1.970 -1.113
C -2.505 -1.310 -2.075
C -3.721 -0.732 -1.333
O -3.769 0.404 -1.071
N -4.718 -1.696 -1.046
C -5.404 -1.356 0.211
C -5.667 -1.714 -2.217
H 3.189 -5.629 -0.929
H 3.389 -3.904 -1.207
H 2.126 -4.826 -2.044
H 2.184 -3.929 0.888
H -0.447 -4.320 -0.062
H 0.400 -3.723 -1.506
H 1.150 -1.886 0.270
H 0.471 0.175 -0.671
H 0.671 -1.643 -2.979
H 0.914 0.098 -3.208
H 2.555 -1.780 -1.380
H 2.829 -0.015 -1.599
H 5.204 -1.934 -3.366
H 5.050 -0.266 -3.451
H -2.016 -2.794 -0.663
H -2.012 -0.551 -2.664
H -2.873 -2.080 -2.754
H -5.711 -0.312 0.276
H -4.722 -1.592 1.027
H -6.272 -1.993 0.349
H -6.689 -1.540 -1.908
H -5.337 -0.971 -2.941
H -5.564 -2.676 -2.714
C -0.417 -0.085 2.592
C 0.431 0.553 3.679
C 1.104 1.831 3.176
C 1.965 1.507 2.023
N 2.613 1.210 1.133
H 0.205 -0.382 1.748
H -0.910 -0.983 2.965
H -1.189 0.601 2.233
H 1.186 -0.162 4.012
H -0.187 0.787 4.547
H 1.712 2.282 3.960
H 0.358 2.565 2.867
C 2.322 5.998 2.372
C 1.209 6.113 1.335
C 0.003 6.905 1.846
C -0.575 6.233 3.019
N -1.023 5.693 3.916
H 1.987 5.460 3.261
H 3.169 5.449 1.958
H 2.675 6.984 2.676
H 0.887 5.112 1.038
H 1.603 6.600 0.441
H -0.762 6.977 1.073
H 0.295 7.918 2.124

Atomic forces in eV per Å
0.2 0.3 0.1
-0.1 -0.4 -1.1
-0.2 -0.4 0.6
0.1 0.5 1.0
0.5 -0.8 -1.0
0.7 1.0 0.8
-0.2 0.6 -0.1
0.2 -0.7 0.7
-0.3 0.7 -1.0
1.2 1.2 2.4
0.0 -0.3 0.6
-1.3 -1.4 -2.6
-0.8 -0.3 -0.6
-0.9 -0.5 -0.5
0.4 -2.4 -1.0
0.1 2.8 1.1
-0.6 0.3 0.2
0.1 -0.2 0.2
1.3 -0.6 -0.2
0.1 0.0 0.2
0.0 0.0 -0.1
-0.1 0.1 0.0
-0.1 0.1 0.1
0.1 -0.2 0.0
-0.1 -0.1 -0.1
0.1 -0.1 0.1
0.1 0.0 0.0
-0.2 0.2 -0.3
0.0 0.1 -0.1
0.1 0.1 0.3
0.2 -0.2 0.4
0.1 0.3 -0.5
0.2 0.0 0.1
0.0 0.0 0.0
0.4 0.1 0.3
0.1 -0.1 -0.1
0.0 0.0 -0.1
0.0 0.2 0.1
0.0 -0.1 -0.2
0.0 0.1 0.1
-0.4 0.2 -0.1
-0.4 -0.1 0.0
-0.2 -0.1 0.1
-0.1 -0.1 0.0
0.3 -0.2 -0.1
-0.8 0.6 1.2
0.5 -0.4 -1.1
0.0 0.1 0.0
0.0 0.0 0.0
0.0 0.0 0.0
0.1 0.1 0.0
0.0 0.1 0.0
0.1 0.1 -0.1
0.0 0.0 0.0
0.0 -0.1 -0.1
0.3 -0.1 0.0
0.1 -0.3 0.1
0.3 0.8 -1.1
-0.4 -0.7 0.9
0.0 0.1 0.0
0.0 0.0 0.0
0.0 0.0 0.0
-0.1 0.0 0.0
-0.1 0.0 0.0
-0.1 0.0 0.1
0.0 0.0 0.0

net charge = +1
spin multiplicity = 1
highest occupied orbital energy = -0.459 Eh
Kohn-Sham gap = 9.35 eV

***

# C19H37NPdS3Si3

A molecular structure, C19H37NPdS3Si3 at a distorted geometry (wB97M-V/def2-TZVPD, OMol25).

CARTESIAN COORDINATES (ANGSTROEM)
Pd 1.221 1.194 -0.672
S 5.411 3.055 -0.928
C 3.890 2.415 -0.889
S 3.206 1.104 -1.756
S 2.549 2.835 0.084
C -1.353 1.255 -3.693
Si -1.360 1.871 -1.905
C -3.201 2.365 -1.674
C -0.559 3.591 -2.098
C -0.912 0.686 -0.564
Si -0.461 -1.275 -0.738
C 0.439 -1.214 -2.565
C -1.314 -1.784 1.028
C -1.956 -2.187 -1.623
Si -1.067 1.377 1.107
C -2.750 1.079 1.977
C -0.993 3.277 1.277
C 0.214 0.857 2.451
C -0.095 1.001 3.811
C 0.870 0.775 4.775
C 2.141 0.396 4.369
C 2.367 0.250 3.010
N 1.443 0.468 2.082
H -1.820 2.055 -4.279
H -1.930 0.339 -3.832
H -0.349 1.080 -4.081
H -3.555 3.057 -2.446
H -3.365 2.835 -0.700
H -3.820 1.462 -1.704
H -1.022 4.042 -2.985
H 0.520 3.559 -2.251
H -0.749 4.249 -1.248
H 1.332 -0.587 -2.684
H -0.239 -0.939 -3.373
H 0.766 -2.241 -2.778
H -0.834 -1.402 1.936
H -1.236 -2.882 1.076
H -2.378 -1.530 1.070
H -2.178 -1.710 -2.581
H -2.860 -2.183 -1.009
H -1.715 -3.235 -1.842
H -3.530 1.217 1.222
H -2.938 1.792 2.788
H -2.847 0.067 2.373
H -1.791 3.760 0.708
H -0.047 3.725 0.971
H -1.154 3.504 2.336
H -1.099 1.289 4.099
H 0.638 0.894 5.829
H 2.938 0.216 5.081
H 3.340 -0.061 2.639
C 0.822 -4.480 -0.452
C 1.827 -3.334 -0.518
C 3.078 -3.709 0.282
C 1.253 -1.998 -0.020
H 1.283 -5.437 -0.722
H -0.023 -4.308 -1.118
H 0.423 -4.574 0.563
H 2.138 -3.211 -1.560
H 2.820 -3.867 1.334
H 3.820 -2.907 0.242
H 3.543 -4.629 -0.094
H 1.179 -2.064 1.072
H 2.030 -1.245 -0.208

Atomic forces in eV per Å
0.5 -0.5 -1.0
0.0 0.0 -0.1
-0.1 -0.1 0.1
0.4 -0.3 -0.3
-0.1 0.7 0.5
0.0 0.0 0.0
-0.6 -0.1 0.2
0.0 -0.1 0.0
0.0 0.0 0.0
1.1 0.1 0.2
-0.6 0.3 0.0
0.1 0.1 0.0
0.0 0.0 0.0
0.0 0.0 0.0
-0.6 -0.1 0.1
0.0 0.0 0.0
0.0 0.0 0.0
0.0 0.1 0.1
0.0 0.0 0.0
0.0 0.0 0.0
0.0 0.0 0.0
0.0 -0.1 -0.1
-0.1 0.0 0.1
0.0 0.0 -0.1
0.0 0.0 0.0
0.0 0.0 0.0
0.0 0.0 0.0
0.0 0.0 0.0
0.0 0.0 0.0
0.0 0.1 0.0
0.0 -0.1 0.0
0.0 0.0 0.0
0.0 0.0 0.0
0.0 0.0 0.0
0.0 0.0 0.0
0.0 0.0 0.0
0.0 0.0 0.0
0.0 0.0 0.0
0.0 0.0 0.0
0.0 0.0 0.0
0.0 0.0 0.0
0.0 0.0 0.0
0.0 0.0 0.0
0.0 0.0 0.0
0.0 0.0 0.0
0.0 0.0 0.0
0.0 0.1 0.0
0.0 0.0 0.0
0.0 0.0 0.0
0.0 0.0 0.0
0.0 0.0 0.0
0.0 0.0 0.0
0.0 0.0 0.0
0.0 0.0 0.0
0.0 0.0 0.0
0.0 0.0 0.0
0.0 0.0 0.0
0.0 0.0 0.0
0.0 0.0 0.0
0.0 0.0 0.0
0.0 0.0 0.0
0.0 0.0 0.0
0.0 0.0 0.0
0.0 0.0 0.0

net charge = -2
spin multiplicity = 1
highest occupied orbital energy = -0.039 Eh
relative energy (zero: lowest compared OMol25 entry of this formula, charge and spin) = 54.5 kcal per mole
Kohn-Sham gap = 5.72 eV

***

E_tot values (in eV) by entry order: -56935.1635, -37539.0973, -81413.7662.